No. 1
C31H26Br2MnN2OP | wB97M-V/def2-TZVPD

Atoms and positions in Å:
C 5.51 0.91 1.01
C -0.98 -3.22 -0.18
H -0.29 -3.92 -2.05
C 6.16 1.28 -0.15
H -1.11 -5.17 -1.08
H 1.32 5.35 -0.32
H -5.95 0.11 -1.37
C -2.35 0.12 2.53
H 7.22 1.52 -0.12
C 4.16 0.59 0.97
H -1.62 -3.45 1.83
C -0.30 0.12 4.37
N -1.07 0.10 2.10
Mn -0.89 -0.07 -0.14
C -0.10 0.12 3.01
H -2.03 -3.88 -1.90
C 0.90 2.00 -0.31
H 0.12 -3.38 1.63
C -3.88 0.17 -0.76
H 3.64 0.29 1.88
C 4.12 1.02 -1.40
C -0.56 4.33 -0.28
N -2.97 0.17 0.21
C -1.22 3.10 -0.26
H 0.52 0.13 5.07
H -1.14 5.24 -0.27
C -1.11 -4.12 -1.36
C -5.67 0.11 0.77
H 3.59 1.05 -2.34
C -4.75 0.13 1.79
H 2.65 3.25 -0.36
C 3.46 0.65 -0.23
C -0.51 1.90 -0.26
Br -1.99 0.10 6.66
C 1.93 -1.59 -2.17
C 0.57 0.25 -2.89
H 0.74 -2.15 -5.28
H 5.99 1.61 -2.26
O -1.02 -2.00 -0.34
H -2.31 3.09 -0.23
C 5.47 1.33 -1.35
H 0.91 0.14 2.61
C 1.36 -0.34 -1.91
H 2.19 -3.19 -3.57
C 1.57 3.22 -0.33
C 0.91 -1.65 -4.34
C -5.24 0.12 -0.55
C -2.65 0.12 3.89
C -1.62 0.11 4.81
H -0.75 -4.86 1.18
H 0.17 1.25 -2.75
Br -7.52 0.08 1.15
H -3.67 0.14 4.23
C -3.39 0.14 1.49
C 0.34 -0.41 -4.10
H 6.05 0.86 1.95
H 2.56 -2.05 -1.41
C 0.82 4.39 -0.32
H -0.26 0.07 -4.86
C 1.72 -2.23 -3.37
P 1.66 0.34 -0.22
H -3.49 0.22 -1.78
H -5.08 0.14 2.82
C -0.80 -3.78 1.19

The total energy is -8021.85645 Eh. The HOMO energy (alpha / beta) is -9.575 / -10.510 eV. The HOMO-LUMO gap (alpha / beta) is 6.092 / 6.950 eV. Its LUMO energy (alpha / beta) is -3.48 / -3.56 eV. Its spin multiplicity is 6. The charge is +1.



No. 2
C35H39N3O7 | wB97M-V/def2-TZVPD

Atoms and positions in Å:
H 2.01 -2.30 3.70
C -3.06 1.45 3.86
C 4.63 -2.06 3.57
C -0.72 1.84 3.52
O -4.25 1.70 4.03
H -4.17 -2.14 4.90
C -4.88 -1.81 4.13
C -0.02 -0.54 3.73
H -0.02 3.24 2.04
C -0.01 -3.33 0.90
H -1.99 4.12 2.46
C 1.03 -4.19 1.34
C 0.14 2.51 4.61
H 0.25 3.57 4.37
H 6.83 -5.75 0.41
C 3.70 -0.99 3.46
H -2.80 -5.13 1.73
O 4.60 -4.84 1.32
H 6.01 1.53 3.03
N 7.86 -0.34 3.01
C -0.13 2.15 2.14
C 5.98 -1.87 3.44
H -4.81 -0.39 1.04
C -4.37 -1.20 2.98
H -2.11 -2.97 0.64
C 4.39 -1.58 -0.91
H 0.28 -2.40 0.43
H 0.85 1.69 2.00
H 4.21 -0.65 -0.36
H -0.35 -1.57 3.91
H 7.15 -4.39 1.53
C 3.41 -4.63 1.92
H 6.68 -2.70 3.51
C 0.61 -5.40 1.99
H -8.21 -1.63 3.42
C 5.84 -1.74 -1.27
C 6.47 -0.56 3.23
H 4.24 -3.06 3.79
C -2.37 3.78 3.43
H 6.46 -1.54 -0.39
H -0.80 1.77 1.35
C -0.74 -5.72 2.13
N -0.97 0.41 3.75
C 5.59 0.54 3.17
C 2.40 -3.88 1.15
O 8.24 0.84 2.83
C 4.23 0.33 3.28
H 7.63 -6.05 1.98
C -6.26 -1.95 4.29
C 1.33 -0.28 3.54
C 6.86 -5.45 1.46
H -2.57 -0.35 4.92
N -2.08 2.37 3.59
C -2.39 0.07 3.92
H 1.64 0.75 3.38
H 5.53 -5.32 3.15
O 2.05 -1.86 -0.12
H 6.13 -1.03 -2.05
C -1.74 -4.87 1.64
C -2.89 -0.93 2.87
H -2.65 -0.55 1.87
O 3.21 -5.01 3.08
H -1.87 4.36 4.22
H -6.64 -2.40 5.21
H 1.37 -6.05 2.40
C -5.24 -0.82 1.95
O 8.65 -1.30 3.01
H -2.32 -1.87 3.00
O 4.10 -2.70 -0.04
H -1.00 -6.66 2.62
H -3.44 3.94 3.48
H 3.74 -1.60 -1.79
H 5.18 -6.69 2.05
C -6.62 -0.94 2.12
C 2.30 -1.26 3.55
C -7.13 -1.51 3.29
H -0.33 2.40 5.59
H 1.14 2.06 4.65
H -7.29 -0.58 1.34
C 5.52 -5.65 2.10
H 6.04 -2.76 -1.63
C 2.80 -2.76 0.29
C -1.36 -3.66 1.04
H 3.57 1.19 3.21

The total energy is -2047.91317 Eh. The energy relative to the best compared isomer or geometry (same formula, charge and spin) comes out at 0.328 eV. The HOMO energy is -6.093 eV. The HOMO-LUMO gap is 3.402 eV. Its LUMO energy is -2.69 eV. The charge is 0.



No. 3
C6H12N2 | wB97M-V/def2-TZVPD

Atoms and positions in Å:
H -1.61 -1.09 -2.02
H 2.45 0.42 -0.99
C 0.49 -0.26 0.24
H 0.94 1.25 -1.04
C 0.44 -0.69 -2.03
H 1.01 -1.51 -2.51
H 0.18 0.12 -2.82
C -0.61 0.23 1.15
H -0.08 2.47 1.57
H 0.00 -2.44 0.29
C -0.89 0.06 -0.35
N -0.89 -0.98 -1.30
N 0.66 -1.68 0.60
H -0.96 1.16 -0.66
C 1.24 0.21 -0.91
H 0.91 -1.59 1.77
H -1.64 2.00 2.21
C -0.62 1.59 2.00
H -0.01 1.28 2.93
H -1.00 -0.54 1.85

The total energy is -345.10573 Eh. The energy relative to the best compared isomer or geometry (same formula, charge and spin) comes out at 6.045 eV. The HOMO energy is -8.148 eV. As for the SMILES: C[C@H]1[C@@H]2NCC[C@@]12N. The HOMO-LUMO gap is 9.177 eV. Its LUMO energy is 1.03 eV. The charge is 0.



No. 4
C4H6N4 | wB97M-V/def2-TZVPD

Atoms and positions in Å:
H 1.16 2.08 -1.44
C 0.09 1.80 0.34
C 0.61 2.56 -0.63
N -0.73 -0.31 1.17
N 0.26 0.39 0.47
H -2.32 -1.59 0.43
N 0.69 -1.49 -0.80
N -0.69 -1.76 -0.68
H -0.37 -0.78 2.00
C -1.29 -1.25 0.30
H 2.04 0.02 -0.56
C 1.04 -0.36 -0.37
H 0.61 3.64 -0.54
H -0.53 2.24 1.10

The total energy is -374.92888 Eh. The energy relative to the best compared isomer or geometry (same formula, charge and spin) comes out at 3.605 eV. The HOMO energy is -8.810 eV. As for the SMILES: C=CN1C=NN=CN1. The HOMO-LUMO gap is 9.612 eV. Its LUMO energy is 0.80 eV. The charge is 0.



No. 5
C9H22ClI2N2P2Rh | wB97M-V/def2-TZVPD

Atoms and positions in Å:
C -1.04 -1.10 3.14
H -1.31 2.61 2.20
C -1.04 1.75 2.83
C -3.15 0.18 1.66
H 3.16 -1.54 -0.53
H 1.76 -0.44 -4.13
H 2.12 -2.53 -1.57
C -0.80 3.97 -0.92
C 2.70 -1.61 -1.52
H -3.44 1.00 0.99
C 2.70 1.25 -1.82
H -1.63 1.77 3.75
I -5.00 -2.04 -3.82
C 0.93 -0.36 -3.42
H 0.31 -1.26 -3.48
H -3.44 -0.76 1.18
H -1.32 -2.07 2.71
C 0.72 2.94 0.19
H 0.77 5.07 0.02
H -1.89 2.13 -1.46
C -1.07 2.62 -0.97
I -5.01 0.63 -4.11
H -1.39 4.76 -1.38
Cl 1.86 0.15 1.48
H 3.47 1.08 -2.58
H -3.67 0.28 2.61
H -1.63 -0.92 4.05
H 2.12 2.15 -2.06
H 0.03 1.81 3.06
H 3.16 1.39 -0.84
H 1.60 2.76 0.79
H 0.31 0.50 -3.67
N 0.32 4.16 -0.20
H 0.02 -1.12 3.37
H 3.47 -1.60 -2.30
P 1.56 -0.18 -1.71
Rh 0.00 0.00 0.00
N -0.11 1.98 -0.28
P -1.33 0.20 1.89

The total energy is -2313.84779 Eh. The HOMO energy (alpha / beta) is -12.583 / -14.015 eV. The HOMO-LUMO gap (alpha / beta) is 2.801 / 2.322 eV. Its LUMO energy (alpha / beta) is -9.78 / -11.69 eV. Its spin multiplicity is 5. The charge is +2.



No. 6
C38H103N3O12 | wB97M-V/def2-TZVPD

Atoms and positions in Å:
N -0.41 -5.65 3.22
H -3.12 5.52 -0.71
C 3.56 -3.42 -0.98
H -1.09 -3.52 -1.93
H 1.70 5.77 1.65
O 2.87 4.00 0.06
C 1.79 4.72 1.99
H -0.60 -4.32 -4.88
H -0.29 -6.48 2.59
C -1.36 -3.61 -3.00
H 1.60 -0.50 1.31
H -2.02 4.33 -1.56
O -3.87 -4.84 4.30
H -3.72 -4.25 6.29
H -2.05 1.66 -3.18
C 3.02 3.94 1.47
H 2.60 0.80 -4.04
C -4.42 -0.28 -1.36
C 1.09 -0.56 -4.69
H -3.47 -2.86 4.40
H -4.31 3.28 -4.91
H 5.11 -0.31 -2.56
H 2.90 -2.81 1.78
H 0.68 1.69 -1.53
H -0.27 5.06 0.10
C 1.78 4.02 -3.02
C -1.36 1.38 4.17
H 4.40 -5.45 0.44
H 0.86 4.27 1.66
H -3.75 2.65 -1.20
H 5.16 4.35 1.38
H 5.77 -1.13 -1.10
H -0.14 -5.37 -3.54
H 0.98 -3.71 0.88
H 0.90 -1.64 -0.63
H -0.67 -3.49 1.44
H -1.29 7.41 0.58
H -0.20 4.28 -3.87
O 0.08 -0.26 -3.81
H 3.04 2.90 1.81
C 1.03 0.40 1.01
C -1.44 6.49 1.20
C -3.22 0.72 -1.55
H -3.89 1.96 3.74
H 1.25 4.42 -5.06
H -2.89 2.36 -5.28
H 1.07 -3.96 4.72
C -1.31 5.25 0.30
C -3.29 -5.00 5.58
H -1.77 0.18 2.45
C 0.50 -4.71 2.67
H -1.76 6.12 -1.67
C -4.70 -3.23 2.70
C 4.25 4.79 1.89
H -0.13 -0.05 -6.56
H -1.98 1.77 4.98
H -0.59 -1.63 0.36
H -0.66 6.54 1.94
C 0.90 0.14 -6.10
H -3.67 -2.05 1.45
C 0.16 0.28 -0.26
H -4.85 -5.39 2.06
H -2.47 6.45 1.59
H -0.78 0.85 -0.09
C -3.00 1.15 -3.04
H -2.93 0.25 -3.65
H -5.27 -1.54 1.70
C 1.97 5.48 -2.50
H -1.89 3.38 0.45
H 2.79 -4.15 -1.14
H 1.06 1.20 -5.95
H 0.58 2.93 -4.38
H 1.10 -0.96 4.53
O 3.82 1.57 -0.93
H -4.09 -4.24 0.91
H 1.66 1.28 0.97
H -4.45 1.65 -5.43
H -4.06 1.06 2.25
C 0.18 -4.18 1.32
C -2.27 0.58 3.33
O 1.51 -2.61 3.26
O 1.20 3.26 -1.96
H -2.17 -4.27 -3.17
H 1.67 -0.29 -6.80
H 2.73 3.56 -3.31
C 5.36 -0.15 -1.48
H 3.65 3.63 -0.33
H -0.07 -5.10 0.70
C -4.92 -4.35 1.65
H -0.32 -3.15 3.98
C 1.89 -1.69 4.23
H -1.41 -5.38 3.15
C 4.12 -3.37 0.43
H 0.94 5.82 -2.28
O -4.01 2.06 -3.49
H -5.59 -3.03 3.30
H 4.10 5.88 1.57
H -1.07 -1.88 -3.72
H 2.21 -2.20 5.14
H -0.53 0.80 4.62
H -2.34 0.17 -1.28
H 3.04 -4.89 1.42
H 5.20 -3.04 0.49
H -5.44 0.17 -1.52
H -5.87 -4.36 1.19
H -2.98 2.44 2.34
H 1.07 -1.62 -4.77
H 6.06 0.71 -1.35
H -2.63 -3.68 3.12
H 2.56 5.58 -1.60
H -4.32 -0.68 -0.38
C -0.09 -1.24 -0.50
C -3.38 1.57 2.89
H 3.34 -2.47 -1.45
C 4.28 0.30 -0.52
H -0.69 -1.36 -1.35
C 0.66 -3.58 3.75
H 2.41 6.19 -3.28
N -3.19 1.97 -0.74
C 2.49 -0.23 -4.21
N -4.40 -1.92 2.13
C -2.05 5.30 -1.01
H 0.73 -4.02 -3.83
O 0.78 0.74 -1.39
H 4.45 -3.75 -1.66
O -1.82 -2.42 -3.51
H 2.67 -0.77 -3.25
H 3.14 -0.64 -4.90
H 0.33 0.61 1.87
H 3.85 0.41 1.60
H -3.56 -6.00 5.85
C -3.94 2.32 -4.84
C 4.76 0.43 0.96
H 0.47 0.12 -3.02
H 5.43 -0.38 1.20
C 4.06 -4.71 1.13
H 1.45 -5.19 2.64
H 1.60 3.58 -1.13
H 5.19 1.42 1.06
H 2.77 -1.15 3.82
C 0.79 3.97 -4.16
H 1.79 4.78 3.07
O 3.52 -2.36 1.21
C -3.60 -3.64 3.65
O -2.86 -0.44 4.03
O -1.80 4.15 1.03
H 2.94 1.53 -1.35
H -0.98 2.15 3.59
C -0.27 -4.32 -3.85
H -3.51 1.96 0.22
H -4.36 -1.15 -1.98
H 3.35 -0.35 -0.53
H 4.40 4.71 2.99
H -2.24 -4.89 5.61
H -3.63 -0.73 3.49
H 4.69 -4.65 2.02

The total energy is -2576.61680 Eh. The HOMO energy is -9.409 eV. As for the SMILES: COC[C@H](C)N.COC[C@H](C)N.COC[C@H](C)N.CC(C)O.CC(C)O.CC(C)O.CC(C)O.CC(C)O.CC(C)O.CC(C)O.CC(C)O.CCO. The HOMO-LUMO gap is 10.087 eV. Its LUMO energy is 0.68 eV. The charge is 0.



Look up the charge of the first one.
+1